[1]
# C8H12N2O

One molecule with the formula C8H12N2O (ωB97M-V/def2-TZVPD, OMol25).

Cartesian coordinates (Å):
C -2.11 1.31 -1.31
C -0.90 0.88 -2.14
C 0.01 -0.09 -1.40
C 0.65 0.54 -0.17
C 0.39 -0.24 1.12
C -0.12 0.61 2.17
N -0.62 1.29 2.98
C 1.62 -1.03 1.60
O 2.22 -1.67 0.51
C 1.15 -2.02 2.56
N 0.68 -2.83 3.25
H -2.83 0.51 -1.34
H -2.56 2.17 -1.77
H -1.85 1.52 -0.29
H -1.27 0.36 -3.02
H -0.33 1.73 -2.49
H 0.78 -0.40 -2.08
H -0.59 -0.96 -1.15
H 1.71 0.64 -0.36
H 0.27 1.54 -0.03
H -0.37 -0.97 0.91
H 2.33 -0.39 2.09
H 1.75 -2.50 0.37

Its relative energy (zero: lowest compared OMol25 entry of this formula, charge and spin) is 30.6 kcal/mol. The value obtained for the molar mass is 152.2 g/mol. As for the electronic energy: -496.74378 Eh. The calculation puts the HOMO energy at -0.4195 Eh. The LUMO energy is 0.5 eV. Its max |F| is 2.776 eV Å⁻¹.



[2]
# C6H13IO2

A 3-piece molecular cluster, C6H13IO2 overall (ωB97M-V/def2-TZVPD, OMol25).

Cartesian coordinates (Å):
C -1.87 0.44 1.83
C 0.67 0.57 1.84
C -0.66 2.23 -1.42
C 0.33 0.41 -2.67
C -0.67 -0.04 1.50
C 0.41 1.58 -1.79
O 1.65 -4.10 -0.03
O -0.55 -1.35 1.19
I 2.41 2.15 -0.93
H -2.70 -0.33 1.70
H -1.93 1.50 2.04
H 0.83 -3.72 0.25
H 1.42 -0.19 1.78
H 0.66 0.84 2.82
H 1.00 1.47 1.29
H -1.54 -1.65 1.20
H -1.53 2.15 -2.02
H -0.62 3.22 -0.82
H 1.30 0.39 -3.16
H 0.13 -0.54 -2.17
H -0.54 0.39 -3.38
H 2.36 -3.53 -0.19

The value obtained for the molar mass is 244.1 g/mol. As for the spin multiplicity: 3. As for the electronic energy: -684.34244 Eh. The calculation puts the HOMO energy (spin up / spin down) at -0.2072 / -0.3305 Eh. The LUMO energy (spin up / spin down) is 0.5 / -3.4 eV. Its max |F| is 4.100 eV Å⁻¹.



[3]
# C36H37F3P2Ru

C36H37F3P2Ru as an isolated structure (ωB97M-V/def2-TZVPD, OMol25).

Cartesian coordinates (Å):
Ru -0.05 -2.99 0.71
C 0.71 -4.54 2.29
C 1.06 -3.21 2.61
C 2.50 -2.75 2.52
C 2.96 -2.26 1.13
C 2.03 -2.55 -0.01
C 1.60 -3.87 -0.31
C 2.25 -5.08 0.33
C 1.68 -5.52 1.69
C -0.60 -1.96 -0.92
H -0.12 -4.99 2.84
H 0.48 -2.72 3.40
H 3.18 -3.56 2.86
H 2.63 -1.93 3.24
H 3.11 -1.17 1.21
H 3.96 -2.66 0.93
H 2.08 -1.83 -0.82
H 1.21 -4.07 -1.32
H 3.34 -4.89 0.44
H 2.15 -5.91 -0.37
H 1.16 -6.48 1.55
H 2.51 -5.73 2.39
H -1.69 -1.87 -1.06
H -0.20 -2.44 -1.82
H -0.16 -0.96 -0.87
P -0.92 2.14 0.76
P 0.03 1.67 -1.53
C 0.83 2.51 0.80
C 1.35 2.29 -0.45
C -1.78 3.62 1.36
C -1.08 4.63 2.05
C -1.80 5.63 2.71
C -3.19 5.66 2.63
C -3.88 4.72 1.84
C -3.18 3.70 1.20
C -1.39 0.90 1.99
C -1.88 -0.29 1.44
C -1.85 -1.43 2.22
C -1.76 -1.32 3.62
C -1.46 -0.09 4.19
C -1.19 1.01 3.37
C -0.31 3.12 -2.66
C -0.98 4.27 -2.18
C -1.15 5.40 -2.98
C -0.66 5.42 -4.29
C -0.02 4.28 -4.79
C 0.16 3.15 -3.99
C 0.87 0.48 -2.62
C 0.08 -0.22 -3.56
C 0.67 -1.19 -4.38
C 2.04 -1.45 -4.28
C 2.83 -0.74 -3.37
C 2.25 0.21 -2.53
H 1.32 2.86 1.70
H 2.36 2.45 -0.81
H 0.00 4.61 2.10
H -1.26 6.38 3.30
H -3.75 6.43 3.17
H -4.96 4.78 1.74
H -3.70 2.96 0.60
H -2.17 -0.32 0.38
H -1.92 -2.41 1.75
H -1.91 -2.22 4.22
H -1.40 0.00 5.28
H -0.83 1.94 3.80
H -1.37 4.28 -1.16
H -1.66 6.29 -2.59
H -0.78 6.30 -4.92
H 0.34 4.27 -5.82
H 0.67 2.28 -4.40
H -0.99 -0.03 -3.63
H 0.05 -1.74 -5.08
H 2.49 -2.20 -4.93
H 3.90 -0.93 -3.31
H 2.86 0.73 -1.80
F -2.02 -4.50 -0.95
C -1.62 -4.43 0.36
F -2.78 -4.18 1.08
F -1.26 -5.71 0.70

Its relative energy (zero: lowest compared OMol25 entry of this formula, charge and spin) is 0.0 kcal/mol. The value obtained for the molar mass is 689.7 g/mol. As for the spin multiplicity: 5. As for the electronic energy: -2470.40789 Eh. The calculation puts the HOMO energy (spin up / spin down) at -0.4708 / -0.5176 Eh. The LUMO energy (spin up / spin down) is -6.2 / -8.6 eV. Its net charge is +2. Its max |F| is 2.463 eV Å⁻¹.



What is the formula in the second record?
C6H13IO2



Which of these has the highest electronic energy?
C8H12N2O



What is the max |F| in the first record?
2.776 eV Å⁻¹